Entry 1:
33
Properties=species:S:1:pos:R:3:nbo_charge:R:1 method="wB97M-V/def2-TZVPD" total_energy_ev=-27674.8756 total_charge=0 orbital_gap_ev=5.71
Zr -5.172 -9.010 -3.753 2.336
C -4.852 -6.522 -3.301 0.816
O -3.939 -7.337 -3.211 -0.820
O -5.379 -6.838 -4.347 -0.584
O -5.705 -7.232 -2.703 -0.735
C -7.150 -10.633 -3.860 0.973
O -7.144 -9.575 -4.528 -0.767
O -6.912 -9.949 -2.845 -0.771
O -5.972 -11.011 -4.099 -0.820
C -4.891 -8.425 -7.011 -0.252
O -4.508 -9.186 -5.901 -0.571
C -3.348 -9.983 -6.251 -0.062
C -2.967 -10.892 -5.043 -0.245
N -3.133 -10.134 -3.817 -0.668
C -2.997 -11.078 -2.689 -0.250
C -3.244 -10.239 -1.483 -0.072
O -4.468 -9.571 -1.643 -0.558
C -5.048 -9.316 -0.352 -0.243
H -4.662 -8.824 -7.999 0.188
H -4.286 -7.520 -6.958 0.195
H -5.957 -8.208 -6.941 0.236
H -2.493 -9.326 -6.407 0.183
H -3.438 -10.630 -7.124 0.208
H -1.933 -11.219 -5.153 0.197
H -3.591 -11.786 -5.049 0.236
H -2.216 -9.722 -3.717 0.403
H -2.052 -11.621 -2.717 0.202
H -3.751 -11.863 -2.741 0.238
H -2.464 -9.479 -1.444 0.185
H -3.093 -10.895 -0.626 0.205
H -5.838 -8.565 -0.365 0.245
H -4.328 -8.975 0.392 0.181
H -5.436 -10.270 0.004 0.189

Entry 2:
20
Properties=species:S:1:pos:R:3:nbo_charge:R:1 method="wB97M-V/def2-TZVPD" total_energy_ev=-11517.6597 total_charge=0 orbital_gap_ev=5.86 de_lowest_ev=5.106
C -1.452 -0.091 -1.410 -0.310
C -2.425 0.592 -2.031 -0.177
C 0.489 -0.638 1.700 0.000
O 1.724 -0.281 1.290 -0.775
C -0.325 -1.195 0.428 -0.576
C -1.427 -0.439 -0.035 0.163
H -0.600 -0.447 -1.983 0.248
H -3.182 1.098 -1.450 0.202
H -2.471 0.626 -3.113 0.216
H -0.109 0.222 2.045 0.153
H 0.594 -1.335 2.538 0.174
H 0.425 -1.378 -0.357 0.271
H -0.598 -2.226 0.715 0.310
H -2.225 -0.177 0.654 0.212
H 1.482 1.239 1.423 0.491
H 1.947 2.766 1.460 0.459
O 1.209 2.193 1.641 -1.022
H 2.787 0.157 -1.771 0.473
H 1.941 -0.214 -0.414 0.505
O 2.216 -0.470 -1.329 -1.016

Entry 3:
20
Properties=species:S:1:pos:R:3:nbo_charge:R:1 method="wB97M-V/def2-TZVPD" total_energy_ev=-10949.5436 total_charge=+1 orbital_gap_ev=6.74 de_lowest_ev=9.076
O -1.344 -0.605 1.136 -0.593
C -1.365 0.504 0.428 -0.001
C -2.680 0.860 -0.051 0.093
C -1.003 0.156 -1.117 -0.415
C 0.460 -0.078 -1.032 -0.379
C 0.763 -1.152 0.029 -0.264
N 2.087 -1.145 0.225 -0.294
H -0.771 1.340 0.861 0.276
H -2.876 1.563 -0.849 0.233
H -3.437 0.258 0.448 0.250
H -1.248 0.982 -1.785 0.252
H -1.489 -0.677 -1.634 0.272
H 1.025 0.808 -0.702 0.269
H 0.227 -0.796 1.046 0.444
H 2.517 -1.990 -0.179 0.376
H 2.625 0.307 1.064 0.484
H 1.042 -0.367 -1.908 0.273
H 0.337 -2.151 -0.052 0.228
H 2.800 1.137 2.452 0.492
O 2.331 1.047 1.621 -0.997

Entry 4:
107
Properties=species:S:1:pos:R:3:lowdin_charge:R:1 method="wB97M-V/def2-TZVPD" total_energy_ev=-73953.4492 total_charge=0 orbital_gap_ev=9.55 de_lowest_ev=10.851
C -2.928 5.643 -4.143 -0.083
C -2.071 6.858 -4.531 -0.300
O -2.904 8.021 -4.579 -0.098
H -3.229 5.800 -3.108 0.063
H -2.626 4.599 -4.068 0.067
H -3.887 5.518 -4.646 0.070
H -1.627 6.828 -5.526 0.103
H -1.229 7.107 -3.883 0.104
H -2.518 8.593 -5.247 0.074
C -0.894 -0.098 0.261 -0.075
C 0.164 -0.200 1.340 -0.392
O 1.028 -1.214 1.109 -0.060
H -1.392 -1.057 0.118 0.071
H -0.574 0.226 -0.729 0.072
H -1.719 0.501 0.646 0.073
H -0.264 -0.401 2.322 0.108
H 0.661 0.729 1.620 0.111
H 1.600 -1.295 1.876 0.093
C 8.348 -0.842 -2.561 -0.083
C 7.342 -0.858 -1.346 -0.338
O 7.935 -1.654 -0.411 -0.077
H 9.335 -0.470 -2.289 0.067
H 7.903 -0.131 -3.258 0.060
H 8.481 -1.761 -3.132 0.066
H 6.369 -1.156 -1.737 0.104
H 7.190 0.125 -0.899 0.112
H 7.870 -2.566 -0.704 0.090
C -2.825 6.128 3.570 -0.740
O -2.341 5.283 4.357 -0.009
N -3.612 5.796 2.591 0.152
N -2.748 7.447 3.710 0.147
H -3.999 6.410 1.889 0.111
H -3.845 4.820 2.477 0.121
H -2.267 7.806 4.523 0.113
H -3.028 8.077 2.972 0.104
C -9.093 1.904 0.683 -0.782
O -7.906 1.705 0.786 0.052
N -9.716 3.043 0.597 0.143
N -10.090 1.079 0.569 0.130
H -10.680 2.852 0.365 0.099
H -9.279 3.953 0.585 0.124
H -9.845 0.106 0.455 0.122
H -11.042 1.305 0.320 0.112
C 4.109 5.882 2.997 -0.791
O 4.346 5.486 1.911 0.072
N 4.394 5.161 4.055 0.137
N 3.516 7.013 3.421 0.149
H 4.027 5.318 4.983 0.105
H 4.713 4.228 3.836 0.118
H 3.048 7.595 2.742 0.112
H 3.488 7.069 4.429 0.097
C -7.617 0.078 -4.842 -0.823
O -8.648 0.559 -4.452 0.039
N -6.645 -0.122 -4.003 0.158
N -7.306 -0.205 -6.075 0.165
H -6.677 0.240 -3.060 0.124
H -5.899 -0.712 -4.340 0.104
H -8.126 -0.155 -6.662 0.122
H -6.468 -0.731 -6.279 0.111
C -3.836 -7.355 -2.651 -0.806
O -3.004 -6.755 -3.262 0.053
N -3.902 -8.622 -2.473 0.169
N -4.878 -6.700 -2.099 0.139
H -4.688 -9.100 -2.056 0.117
H -3.317 -9.156 -3.100 0.124
H -5.801 -7.108 -2.058 0.098
H -4.824 -5.695 -2.187 0.106
C 0.683 -7.054 3.106 -0.913
O 0.109 -7.789 3.851 0.057
N 1.891 -6.732 3.246 0.176
N 0.212 -6.671 2.018 0.177
H 2.054 -5.820 2.845 0.119
H 2.286 -7.060 4.116 0.132
H 0.647 -5.992 1.410 0.120
H -0.722 -6.921 1.724 0.132
C 2.911 -4.617 -4.966 -0.852
O 3.460 -3.588 -5.299 0.040
N 2.814 -5.677 -5.674 0.159
N 2.355 -4.847 -3.843 0.163
H 3.207 -5.376 -6.554 0.125
H 2.209 -6.475 -5.543 0.123
H 2.027 -5.765 -3.579 0.118
H 2.284 -4.074 -3.197 0.125
C 7.467 -0.265 5.790 -0.828
O 6.800 0.263 6.620 0.062
N 7.212 -1.404 5.258 0.160
N 8.649 0.199 5.394 0.157
H 7.631 -1.654 4.373 0.110
H 6.232 -1.624 5.367 0.127
H 9.070 1.075 5.667 0.119
H 8.923 -0.373 4.607 0.094
C 2.607 3.187 -5.523 -0.782
O 2.455 4.129 -6.237 0.049
N 2.151 3.182 -4.292 0.156
N 3.135 2.013 -5.946 0.148
H 2.459 2.415 -3.711 0.104
H 1.886 4.067 -3.885 0.118
H 3.422 2.097 -6.911 0.106
H 3.078 1.105 -5.509 0.102
C 0.950 -2.935 7.603 -0.687
O 1.835 -2.788 6.704 -0.033
N -0.110 -2.169 7.874 0.148
N 0.879 -4.070 8.293 0.136
H -0.789 -2.369 8.594 0.107
H -0.201 -1.360 7.276 0.114
H 1.568 -4.801 8.187 0.113
H 0.206 -4.239 9.027 0.101

Entry 5:
48
Properties=species:S:1:pos:R:3:lowdin_spin:R:1 method="wB97M-V/def2-TZVPD" total_energy_ev=-74428.5231 total_charge=0 spin_multiplicity=5 orbital_gap_ev="7.44 / 9.37" de_lowest_ev=0.000
H 0.002 2.939 0.319 0.002
N -0.362 1.453 -1.157 0.015
B -0.742 0.206 -3.386 0.002
N -0.383 1.479 -2.552 0.008
C -0.037 2.703 -2.964 0.022
Cr -0.633 -0.180 -0.153 3.529
H 0.047 2.911 -4.029 0.002
C 0.171 3.505 -1.844 0.005
H 0.461 4.543 -1.841 0.000
C -0.056 2.691 -0.730 0.031
H -0.669 0.369 -4.574 0.000
C -1.762 -1.724 0.883 0.064
H -1.862 -1.732 1.967 0.005
H -0.872 -2.384 0.749 0.016
H -2.536 -2.211 0.296 0.002
N -2.176 -0.174 -2.944 0.002
N 0.208 -0.918 -2.858 0.015
N -2.395 -0.320 -1.581 0.006
N 0.285 -1.206 -1.487 0.047
C -3.326 -0.395 -3.618 0.008
C 1.063 -1.715 -3.507 0.025
H -3.364 -0.328 -4.680 0.001
H 1.172 -1.623 -4.594 0.002
C -4.322 -0.689 -2.682 0.001
C 1.689 -2.545 -2.590 0.007
C -3.694 -0.636 -1.418 0.010
C 1.163 -2.219 -1.337 0.036
H -5.352 -0.915 -2.862 0.000
H 2.446 -3.295 -2.789 0.000
H -4.127 -0.842 -0.454 0.001
H 1.371 -2.633 -0.369 0.003
H -2.125 -0.656 0.862 0.028
O -1.271 0.457 3.046 0.028
C -0.068 0.389 2.750 0.020
N 0.428 0.214 1.457 0.032
S 2.138 0.318 1.290 0.012
O 2.700 -0.940 0.885 0.002
O 2.492 1.513 0.596 0.002
C 2.286 0.475 3.055 0.004
C 3.493 0.458 3.758 0.000
C 3.408 0.465 5.150 0.003
C 2.173 0.456 5.796 0.000
C 0.976 0.465 5.083 0.003
C 1.060 0.474 3.688 0.000
H 4.422 0.443 3.198 0.000
H 4.345 0.466 5.728 0.000
H 2.142 0.437 6.897 0.000
H -0.011 0.451 5.547 0.000

Entry 6:
15
Properties=species:S:1:pos:R:3:lowdin_spin:R:1 method="wB97M-V/def2-TZVPD" total_energy_ev=-6814.3716 total_charge=0 spin_multiplicity=3 orbital_gap_ev="8.31 / 8.47" de_lowest_ev=1.785
C -0.514 0.188 -0.986 0.647
C -0.846 -0.246 0.398 0.101
C 0.292 -1.195 0.457 0.102
C -0.620 1.400 -1.760 0.114
C 1.306 -0.624 1.438 0.051
N 0.805 -1.171 -0.876 0.846
H -0.934 0.606 0.986 0.016
H -1.892 -0.650 0.526 0.033
H -0.020 -2.182 0.685 0.021
H -1.008 2.251 -1.141 0.006
H -1.316 1.262 -2.673 0.044
H 0.274 1.716 -2.133 0.009
H 2.162 -1.310 1.341 0.001
H 0.819 -0.568 2.478 0.006
H 1.491 0.522 1.260 0.001

Entry 7:
20
Properties=species:S:1:pos:R:3:nbo_charge:R:1 method="wB97M-V/def2-TZVPD" total_energy_ev=-21370.4134 total_charge=0 orbital_gap_ev="8.10 / 6.32" de_lowest_ev=4.226
C 1.320 -0.374 -2.592 -0.733
C -0.892 1.771 1.500 -1.169
C 1.067 -0.988 1.481 -1.075
C -2.063 -1.088 0.584 -1.113
C 0.728 0.935 -2.258 -0.283
Si -0.522 0.086 0.771 1.290
I 2.022 2.303 -1.304 0.075
H 1.395 -0.588 -3.625 0.231
H 0.723 -1.172 -2.120 0.221
H 2.285 -0.566 -2.129 0.222
H -0.134 2.473 1.212 0.258
H -1.811 2.294 1.041 0.255
H -1.036 1.629 2.619 0.244
H 0.750 -2.001 1.883 0.233
H 1.768 -1.113 0.643 0.233
H 1.665 -0.501 2.270 0.235
H -2.229 -1.251 -0.467 0.238
H -1.945 -2.094 1.023 0.239
H -2.936 -0.593 1.019 0.235
H -0.153 0.838 -1.550 0.164

Entry 8:
20
Properties=species:S:1:pos:R:3:nbo_charge:R:1 method="wB97M-V/def2-TZVPD" total_energy_ev=-18729.4132 total_charge=0 smiles=CSCCCN.O orbital_gap_ev=8.95 de_lowest_ev=2.598
C -0.605 2.028 0.725 -0.810
S 0.455 1.756 -0.639 0.161
C 0.073 0.065 -1.359 -0.471
C 0.315 -1.176 -0.507 -0.452
C -0.752 -1.823 0.291 -0.250
N -1.742 -2.322 -0.776 -0.856
H -0.267 1.362 1.597 0.224
H -1.747 1.904 0.578 0.217
H -0.425 3.140 1.098 0.245
H 0.719 0.073 -2.252 0.231
H -0.960 0.127 -1.505 0.203
H 1.372 -0.962 -0.060 0.209
H 0.635 -1.889 -1.217 0.222
H -0.323 -2.644 1.004 0.204
H -1.298 -1.299 1.152 0.190
H -1.937 -3.241 -0.531 0.366
H -2.552 -1.546 -0.668 0.366
O 2.887 1.991 1.444 -0.919
H 3.441 1.669 0.709 0.459
H 2.710 2.787 0.914 0.459

The max |F| results, record by record, are as follows: 19.0; 2.4; 3.5; 9.6; 4.2; 3.9; 2.1; 5.2 eV Å⁻¹.